Run w
{
  "formula": "C3H4INO2",
  "method": "ωB97M-V/def2-TZVPD",
  "lumo_energy_ev": -0.56,
  "total_charge": 0,
  "symbols": ["C", "C", "C", "N", "O", "O", "I", "H", "H", "H", "H"],
  "coordinates": [[0.85719, 0.36968, 0.02580], [-1.45932, 0.45450, 0.92037], [-0.26672, 1.03703, 0.89676], [0.74337, -0.58640, -0.92687], [2.03179, 0.80851, 0.14014], [-0.41414, -1.44438, -1.10140], [2.61229, -1.15485, -1.63161], [-0.54781, -1.52656, -1.99633], [-1.51209, -0.57955, 0.42914], [-2.17996, 0.82609, 1.70541], [0.13541, 1.79594, 1.53859]]
}

Run x
{
  "formula": "C3H4INO2",
  "method": "ωB97M-V/def2-TZVPD",
  "lumo_energy_ev": -1.17,
  "total_charge": 0,
  "smiles": "C[C@@H](N=O)C(=O)I",
  "symbols": ["C", "C", "N", "O", "C", "O", "I", "H", "H", "H", "H"],
  "coordinates": [[-1.04242, 0.67327, -0.33389], [-0.03033, -0.03715, 0.59346], [-0.20268, -1.33547, 1.13088], [-0.85167, -2.19899, 0.54375], [1.39051, -0.19931, -0.51871], [1.22246, -0.40391, -1.64563], [3.15788, 0.35224, 0.59188], [-1.79560, -0.19010, -0.54285], [-0.61977, 1.03130, -1.29780], [-1.46706, 1.58148, 0.22355], [0.23868, 0.72665, 1.25537]]
}

How do the energies compare? Relative to the most stable structure, in eV: run w 0.000; run x 0.129.

Run w
{
  "formula": "C2H4O2P",
  "method": "ωB97M-V/def2-TZVPD",
  "lumo_energy_ev": [-7.06, -10.82],
  "total_charge": 1,
  "multiplicity": 3,
  "symbols": ["C", "C", "O", "O", "P", "H", "H", "H", "H"],
  "coordinates": [[-0.84764, 0.61176, -0.27679], [-0.46369, -0.61315, 0.26793], [1.51006, 1.23679, 0.14635], [0.74686, -1.06513, -0.17327], [2.10671, -0.08997, -0.01810], [-0.29733, 0.77714, -1.21688], [-1.22557, 1.44484, 0.25566], [-0.59593, -0.93194, 1.35778], [-0.93346, -1.37033, -0.34269]]
}

Run x
{
  "formula": "C2H4O2P",
  "method": "ωB97M-V/def2-TZVPD",
  "lumo_energy_ev": [-3.69, -10.49],
  "total_charge": 1,
  "multiplicity": 3,
  "symbols": ["C", "C", "O", "O", "P", "H", "H", "H", "H"],
  "coordinates": [[-0.61443, -0.18412, 0.63980], [0.77091, -0.32696, -0.05566], [-0.68632, -1.05411, 1.67696], [1.59071, -1.23302, 0.82332], [0.79895, -1.78929, 2.02179], [-0.45954, 0.69150, 1.16455], [-1.47826, -0.15655, 0.12807], [0.68445, -0.94335, -0.97403], [1.22675, 0.66915, -0.22590]]
}

How do the energies compare? Relative to the most stable structure, in eV: run w 1.077; run x 0.000.

Run w
{
  "formula": "C4H36O14",
  "method": "ωB97M-V/def2-TZVPD",
  "lumo_energy_ev": 0.17,
  "total_charge": 0,
  "symbols": ["C", "C", "C", "C", "H", "H", "H", "H", "H", "H", "H", "H", "H", "H", "O", "H", "H", "O", "H", "H", "O", "H", "H", "O", "H", "H", "O", "H", "H", "O", "H", "H", "O", "H", "H", "O", "H", "H", "O", "H", "H", "O", "H", "H", "O", "H", "H", "O", "H", "H", "O", "H", "H", "O"],
  "coordinates": [[-1.85235, -0.12156, 0.28460], [-0.34152, 0.12131, 0.22541], [0.01331, 1.29507, -0.63230], [1.05846, 2.08111, -0.40297], [-2.37410, 0.79671, 0.60030], [-2.26813, -0.37298, -0.71553], [-2.14722, -0.93962, 0.96751], [0.19149, -0.78205, -0.18621], [0.01899, 0.24022, 1.22935], [-0.65948, 1.48558, -1.46911], [1.30636, 2.93779, -1.02494], [1.68758, 2.02258, 0.49102], [-1.83733, 2.86236, 0.74318], [-2.33925, 4.08506, 0.00869], [-2.38830, 3.12807, 0.03394], [-0.75136, -2.70959, -0.67742], [-0.78147, -3.20892, -2.13471], [-0.48193, -2.48954, -1.62379], [-0.96652, -2.64007, 1.59315], [-0.47217, -3.99299, 1.23681], [-0.96898, -3.29047, 0.89770], [3.73944, 0.42992, -2.22660], [2.19269, 0.32919, -2.36037], [3.01347, 0.05832, -1.79238], [2.06024, 1.30185, 3.38753], [2.18050, 0.67041, 2.04400], [1.56610, 0.96384, 2.70526], [0.25232, -1.39478, 2.55084], [-0.45475, -1.92770, 3.80654], [-0.61202, -1.57820, 2.94195], [-2.76734, 2.05900, -1.30802], [-3.13849, 2.15262, -2.76731], [-2.88295, 1.51948, -2.06454], [-1.85810, 0.31080, -2.69693], [-1.12084, -1.03279, -2.45665], [-1.26479, -0.35406, -3.07228], [-2.96789, 0.41669, 3.13237], [-1.45355, -0.08880, 3.27729], [-2.05563, 0.62590, 3.50452], [3.07475, 0.07576, -0.11363], [4.19870, -0.14049, 0.93337], [3.25360, -0.00222, 0.86361], [0.26803, 0.23505, -3.42870], [1.46195, -0.67473, -3.88130], [1.26361, 0.26783, -3.64717], [1.19170, -2.23053, 0.68968], [2.29325, -1.26219, 1.38641], [1.63726, -1.99757, 1.59717], [-1.31800, 2.00820, 2.76989], [-0.05373, 2.27060, 1.96353], [-0.87522, 2.66465, 2.19734], [1.10160, -2.39093, -2.27218], [2.50394, -1.58833, -2.31566], [1.92404, -2.20484, -2.79229]]
}

Run x
{
  "formula": "C4H36O14",
  "method": "ωB97M-V/def2-TZVPD",
  "lumo_energy_ev": -0.15,
  "total_charge": 0,
  "symbols": ["C", "O", "C", "C", "C", "H", "H", "H", "H", "H", "H", "H", "H", "H", "H", "H", "H", "O", "H", "H", "O", "H", "H", "O", "H", "H", "O", "H", "H", "O", "H", "H", "O", "H", "H", "O", "H", "H", "O", "H", "H", "O", "H", "H", "O", "H", "H", "O", "H", "H", "O", "H", "H", "O"],
  "coordinates": [[3.02497, -1.23315, -0.49203], [3.21191, -2.34464, 0.36603], [2.28068, -0.09461, 0.43260], [1.74611, 1.07036, -0.33009], [2.66721, 2.30539, -0.41237], [4.03579, -0.72015, -0.74331], [2.37226, -1.35495, -1.27897], [4.04662, -2.30674, 0.93048], [2.87368, 0.13176, 1.22167], [1.55688, -0.66923, 0.92573], [0.68767, 1.25725, 0.16670], [1.50799, 0.91518, -1.48067], [3.16334, 2.35001, 0.54098], [1.82959, 3.16532, -0.58210], [3.27933, 2.07770, -1.28719], [-0.51787, 3.17913, 1.99969], [-1.47445, 2.24286, 2.68059], [-1.44529, 3.03804, 2.10229], [0.10634, -2.19476, 3.33512], [-1.05088, -2.19507, 4.29157], [-0.80370, -1.94482, 3.46379], [-2.15392, -0.03106, 1.94051], [-0.96411, -0.98071, 1.55642], [-1.35925, -0.22559, 1.29763], [0.06600, -2.17310, -3.00431], [1.25677, -2.23962, -3.81720], [0.81235, -2.69490, -3.15441], [-0.84596, 4.07294, -0.99418], [0.43061, 3.54684, -1.60641], [0.14245, 4.27712, -1.08213], [-3.81654, 0.23458, -1.20469], [-3.87781, -0.86365, 0.04604], [-3.87134, 0.15541, -0.22707], [-0.95683, -0.93156, -0.72080], [-0.61604, -2.40342, -0.12546], [-0.89623, -1.82983, -0.86973], [-1.93872, 1.57476, -3.68523], [-3.33520, 1.37532, -3.06270], [-2.55353, 0.93808, -3.37577], [-2.06289, 0.99222, -1.02194], [-1.26997, 1.10741, 0.09349], [-1.45965, 1.50244, -0.76783], [-0.11152, -0.03375, -2.80917], [-0.90045, -0.46294, -4.09928], [-0.05177, -0.39549, -3.79313], [-2.79758, -1.55758, 3.19574], [-3.22989, -1.96912, 1.77805], [-3.34361, -1.23835, 2.48277], [1.83913, 2.21509, 3.27933], [1.44290, 1.01528, 2.58718], [0.89221, 1.80173, 3.11168], [0.67728, -4.55351, 0.92400], [1.24240, -3.29619, 0.39190], [0.51250, -3.60371, 0.88621]]
}

How do the energies compare? Relative to the most stable structure, in eV: run w 0.000; run x 6.082.

Run w
{
  "formula": "C10H16O",
  "method": "ωB97M-V/def2-TZVPD",
  "lumo_energy_ev": [-3.86, -7.73],
  "total_charge": 1,
  "multiplicity": 2,
  "symbols": ["C", "C", "C", "C", "C", "C", "C", "C", "O", "H", "H", "H", "H", "H", "H", "H", "H", "H", "H", "C", "C", "H", "H", "H", "H", "H", "H"],
  "coordinates": [[-1.80863, -0.77449, 1.90234], [-2.37831, 0.08831, 3.04036], [-1.27793, -0.04901, 0.69818], [-2.03652, 0.23061, -0.45540], [0.09177, 0.29309, 0.73990], [-1.37486, 0.45298, -1.67036], [0.67660, 0.73302, -0.47146], [-0.06272, 0.80391, -1.67892], [0.57941, 1.23065, -2.83653], [-1.24896, -1.53701, 2.30274], [-2.68432, -1.33459, 1.52756], [-2.73173, -0.55694, 3.87487], [-3.14458, 0.19421, -0.45774], [0.73890, 0.07265, 1.54227], [-2.04652, 0.65075, -2.44039], [1.74779, 1.06145, -0.63192], [-0.00928, 1.42087, -3.68536], [-3.01473, 0.78298, 2.58440], [-1.52357, 0.68739, 3.66500], [2.93851, -1.85791, -0.22357], [3.52326, -0.57661, 0.43211], [3.01154, -1.73911, -1.41416], [3.40972, -2.88837, -0.14745], [1.84301, -1.98786, 0.03608], [3.16226, 0.10793, 1.16686], [4.25432, -0.94668, 1.21800], [3.85395, 0.10377, -0.32763]]
}

Run x
{
  "formula": "C10H16O",
  "method": "ωB97M-V/def2-TZVPD",
  "lumo_energy_ev": [-3.90, -7.50],
  "total_charge": 1,
  "multiplicity": 2,
  "symbols": ["C", "C", "H", "H", "H", "H", "H", "H", "C", "C", "C", "C", "C", "C", "C", "C", "O", "H", "H", "H", "H", "H", "H", "H", "H", "H", "H"],
  "coordinates": [[3.53162, 1.88492, 1.11765], [2.43094, 0.85444, 0.88823], [3.72272, 2.54147, 0.27147], [3.26347, 2.57385, 1.92144], [4.43152, 1.36886, 1.44280], [2.37274, 0.18460, 1.71395], [2.58404, 0.31549, -0.04434], [1.46561, 1.35650, 0.76111], [-0.04078, -1.76509, 0.48668], [-0.66785, -3.15250, 0.68718], [-0.84279, -0.71131, -0.15120], [-2.18952, -0.45338, 0.20539], [-0.22307, 0.18843, -1.09204], [-2.96975, 0.34859, -0.56999], [-0.93202, 1.14303, -1.75125], [-2.33916, 1.12834, -1.58357], [-3.12029, 1.86997, -2.34755], [0.27426, -1.38915, 1.47263], [0.87348, -1.92343, -0.08872], [-1.58652, -3.13317, 1.27243], [-2.66653, -1.05263, 0.97117], [0.82867, 0.00791, -1.25485], [-4.01460, 0.51743, -0.42597], [-0.39337, 1.82163, -2.39332], [-2.89043, 2.80992, -2.41193], [0.02849, -3.81152, 1.19293], [-0.93089, -3.52319, -0.29034]]
}

How do the energies compare? Relative to the most stable structure, in eV: run w 2.271; run x 0.000.

Run w
{
  "formula": "C4H14N3O",
  "method": "ωB97M-V/def2-TZVPD",
  "lumo_energy_ev": [-8.05, -13.69],
  "total_charge": 2,
  "multiplicity": 2,
  "symbols": ["C", "O", "H", "H", "H", "H", "C", "C", "C", "N", "N", "N", "H", "H", "H", "H", "H", "H", "H", "H", "H", "H"],
  "coordinates": [[-2.04999, 2.14483, 0.26757], [-1.93459, 1.36132, 1.49447], [-2.17406, 1.90723, 2.31233], [-1.68643, 3.24230, 0.25015], [-3.03016, 2.16487, 0.09552], [-1.43512, 1.67973, -0.48060], [0.41710, -0.08995, -1.38267], [0.20219, -1.19910, -2.55298], [1.06200, -0.76957, 1.06146], [1.21882, -0.53101, -0.24475], [0.25640, -0.02333, 1.88603], [1.97104, -1.66236, 1.60083], [1.00300, 0.79927, -1.79584], [-0.58428, 0.28575, -0.97208], [-0.54524, -0.78718, -3.26331], [-0.16599, -2.22535, -2.23727], [2.03139, -1.19234, -0.65431], [-0.53362, 0.55866, 1.43241], [0.02853, -0.34143, 2.82927], [2.62909, -2.22006, 0.89546], [2.15295, -1.70936, 2.55722], [1.16696, -1.39294, -3.09890]]
}

Run x
{
  "formula": "C4H14N3O",
  "method": "ωB97M-V/def2-TZVPD",
  "lumo_energy_ev": [-8.49, -13.67],
  "total_charge": 2,
  "multiplicity": 2,
  "symbols": ["C", "O", "H", "H", "H", "H", "C", "C", "C", "N", "N", "N", "H", "H", "H", "H", "H", "H", "H", "H", "H", "H"],
  "coordinates": [[0.44989, 1.97241, 2.63850], [0.40724, 0.63260, 2.09381], [1.24169, 0.16319, 2.31515], [0.46669, 2.74707, 1.87294], [1.26418, 1.95477, 3.34523], [-0.51308, 2.02097, 3.13666], [-1.38865, -1.20349, -0.16191], [-0.45807, -2.24889, 0.25641], [0.22347, 0.24462, -1.63865], [-0.89254, -0.58032, -1.59203], [0.41426, 0.76261, -2.99051], [0.90653, 0.80068, -0.61530], [-2.32404, -1.80849, -0.49681], [-1.54369, -0.31476, 0.48649], [-0.83647, -2.63317, 1.24054], [0.47906, -1.84600, 0.51914], [-1.16326, -0.99092, -2.56680], [-0.14396, 0.34910, -3.76966], [1.45768, 0.97390, -3.19051], [0.60418, 0.61903, 0.37210], [1.62476, 1.62305, -0.82343], [-0.27586, -3.23799, -0.43136]]
}

How do the energies compare? Relative to the most stable structure, in eV: run w 0.000; run x 0.224.

Run w
{
  "formula": "C6H12N6O3",
  "method": "ωB97M-V/def2-TZVPD",
  "lumo_energy_ev": -0.17,
  "total_charge": 0,
  "symbols": ["C", "C", "C", "C", "C", "C", "H", "H", "H", "H", "H", "H", "H", "H", "H", "H", "H", "H", "N", "N", "N", "N", "N", "N", "O", "O", "O"],
  "coordinates": [[-1.61705, -1.80003, 2.17291], [-0.73668, -0.56313, 0.10815], [0.05341, 0.40790, -1.70503], [-1.50661, 0.57340, -3.52625], [1.25819, 0.38584, 0.18002], [3.16269, 0.45395, 2.13325], [-0.22222, -0.38119, 2.36439], [-0.93457, -3.02274, 2.36123], [-3.07308, -1.96079, 2.27956], [-2.42519, -1.19515, 0.19047], [0.22747, 1.46605, -3.14162], [-1.27961, -0.01923, -4.96175], [-2.43346, -0.32711, -2.81709], [-3.09572, 2.43816, -2.61407], [3.32359, 0.93340, -0.00706], [3.50710, -0.68823, 2.42332], [4.13140, 0.89398, 2.19396], [1.53238, -0.10722, 3.11224], [-1.55790, -1.56760, 0.59990], [-1.01430, -0.11879, -1.16443], [-0.09690, 0.43989, -3.11469], [1.22132, 0.52860, -1.13271], [2.48024, 0.62695, 0.73713], [0.17868, -0.13802, 0.88834], [-1.06879, -0.62055, 2.94760], [-2.22200, 2.42485, -3.51904], [2.20760, 0.93679, 3.01127]]
}

Run x
{
  "formula": "C6H12N6O3",
  "method": "ωB97M-V/def2-TZVPD",
  "lumo_energy_ev": 0.19,
  "total_charge": 0,
  "symbols": ["C", "C", "C", "C", "C", "C", "H", "H", "H", "H", "H", "H", "H", "H", "H", "H", "H", "H", "N", "N", "N", "N", "N", "N", "O", "O", "O"],
  "coordinates": [[3.74408, 0.31481, -0.23006], [1.60883, -0.75315, -0.25692], [-0.02080, 0.87434, -0.10880], [-1.66952, 2.49526, 0.24860], [-0.61950, -1.24822, -0.41385], [-2.95202, -1.95566, 0.31986], [2.46562, 0.57597, 1.36144], [4.80517, -0.08931, -0.30193], [3.57010, 1.08513, -0.92547], [3.43150, -1.94471, -0.23749], [0.31112, 2.73289, -0.39552], [-1.78508, 2.01250, 1.36665], [-1.80002, 3.48601, 0.88885], [-3.04451, 1.57179, -0.87154], [-1.21092, -3.11137, -1.27540], [-3.21322, -3.20804, 1.23049], [-4.07354, -1.48982, -0.48453], [-1.87146, -0.19636, 1.14128], [2.91589, -1.00443, -0.54656], [1.25186, 0.55600, -0.01501], [-0.32311, 2.17659, 0.09189], [-1.03836, 0.05990, -0.35881], [-1.69807, -2.05950, -0.77336], [0.53536, -1.68268, -0.47861], [3.56888, 0.52317, 1.13483], [-2.65222, 2.45180, -0.87253], [-2.12117, -1.23874, 1.70187]]
}

How do the energies compare? Relative to the most stable structure, in eV: run w 3.320; run x 0.000.

Run w
{
  "formula": "H2NaO",
  "method": "ωB97M-V/def2-TZVPD",
  "lumo_energy_ev": -5.17,
  "total_charge": 1,
  "symbols": ["O", "H", "H", "Na"],
  "coordinates": [[1.37626, -1.23381, 1.76984], [2.30595, -1.01719, 2.00857], [1.38732, -2.19937, 1.58057], [-0.10826, 0.09760, -0.13695]]
}

Run x
{
  "formula": "H2NaO",
  "method": "ωB97M-V/def2-TZVPD",
  "lumo_energy_ev": -5.20,
  "total_charge": 1,
  "symbols": ["O", "H", "H", "Na"],
  "coordinates": [[2.17554, 0.99458, 0.01909], [2.60663, 1.80365, -0.33843], [2.60162, 0.85278, 0.89464], [-0.45468, -0.20784, -0.00836]]
}

How do the energies compare? Relative to the most stable structure, in eV: run w 0.000; run x 0.058.